Entry i
C4H8ClN | wB97M-V/def2-TZVPD

XYZ file:
```
14
Properties=species:S:1:pos:R:3:lowdin_charge:R:1
C 0.5452 -0.6634 -0.1687 -0.227
H 2.1007 -2.1209 -0.0596 0.053
Cl -2.5144 -1.1717 -0.4493 0.477
H 2.6840 -0.5323 0.6193 0.078
H 2.5184 -0.8890 -1.1349 0.091
H -3.5645 1.0803 1.1144 0.136
H -2.0785 0.6810 1.8500 0.054
N -2.4761 1.1440 1.0699 -0.039
H -0.1157 -1.2635 -0.7318 0.025
C -0.0567 0.3430 0.3682 -0.011
H -2.1517 1.0221 -0.9696 0.079
H 0.1777 1.0369 1.0869 0.051
C -1.9034 0.5203 0.0006 -0.679
C 2.0291 -1.0466 -0.1150 -0.088
```

As for the SMILES: C/C=C/[C@H](N)Cl. For the HOMO energy, the calculation gives -9.79 eV.

***

Entry ii
C4H8ClN | wB97M-V/def2-TZVPD

XYZ file:
```
14
Properties=species:S:1:pos:R:3:lowdin_charge:R:1
H -0.2874 1.0709 1.6418 0.105
H 2.5771 1.9542 -0.2385 0.075
C -0.4012 0.0286 -0.0961 -0.449
C 1.5910 1.4495 -0.3818 -0.019
C 1.1374 0.1537 -0.2411 -0.617
N -0.7749 0.1219 1.3828 -0.012
H 0.7619 2.1234 -0.6297 0.056
H -0.9135 0.8333 -0.5455 0.091
Cl 2.2001 -1.1747 0.4474 0.550
H -1.8059 0.3188 1.3698 0.074
H -0.4943 -1.8394 -1.6243 0.087
C -0.9307 -1.4859 -0.5910 -0.088
H -0.6673 -2.3683 0.1880 0.102
H -1.9924 -1.1861 -0.6819 0.044
```

As for the SMILES: C=C(Cl)[C@@H](C)N. For the HOMO energy, the calculation gives -9.56 eV.

***

Entry iii
C4H8ClN | wB97M-V/def2-TZVPD

XYZ file:
```
14
Properties=species:S:1:pos:R:3:lowdin_charge:R:1
Cl -4.6433 0.0821 -0.3016 0.140
H 0.6290 0.3879 -1.8264 0.090
H 0.0894 -2.1632 -0.7611 0.094
C -2.1552 0.8382 0.9749 -0.050
C 0.3234 0.8263 -0.8214 -0.149
N -2.6046 -0.0834 0.4003 -0.212
C -0.1070 -1.5833 0.1866 -0.122
H 0.3081 0.3475 1.3165 0.086
C 0.3479 -0.1596 0.3203 -0.188
H -1.1883 -1.2933 0.2092 0.029
H 0.8849 1.7585 -0.8387 0.061
H -2.1136 1.6895 1.5747 0.080
H -0.7243 1.1643 -1.0555 0.065
H 0.0898 -2.3180 0.9891 0.077
```

For the HOMO energy (spin up / spin down), the calculation gives -9.80 / -7.68 eV.

***

Energies in kcal/mol, measured from the most stable structure: entry i 0.0; entry ii 2.6; entry iii 75.0.

***

Entry i
C4H8ClN | wB97M-V/def2-TZVPD

XYZ file:
```
14
Properties=species:S:1:pos:R:3:lowdin_charge:R:1
C -0.8614 0.6984 -0.1797 -0.276
H 3.1316 -2.5798 1.5132 0.080
N 3.4755 -2.0084 0.7812 -0.067
C 2.9738 -0.9318 0.2416 -0.600
H 0.1178 0.4220 0.0246 0.057
H -2.6815 0.2249 -1.0571 0.059
Cl 4.2486 0.0951 -0.3436 0.516
H -1.4643 -1.0494 -1.0480 0.025
H -2.2669 2.1259 -0.1864 0.051
H -0.5555 2.8057 -0.5020 0.102
C -1.7522 -0.1442 -0.6431 -0.009
H 4.5131 -2.1985 0.7141 0.099
H -0.9412 2.3985 1.1098 0.108
C -1.2354 2.0555 0.0333 -0.145
```

For the HOMO energy, the calculation gives -9.11 eV.

***

Entry ii
C4H8ClN | wB97M-V/def2-TZVPD

XYZ file:
```
14
Properties=species:S:1:pos:R:3:lowdin_charge:R:1
H -0.8367 1.6839 0.8564 0.114
H 0.5365 2.0177 -0.2370 0.102
H 0.2357 0.0570 2.3883 0.157
N 1.0009 -0.6019 0.2035 -0.089
Cl -2.0867 0.1573 -2.2142 0.537
C 0.9335 0.3174 1.3542 -0.275
H 1.9413 0.5560 1.8675 0.112
H -0.7636 -1.8618 -1.5821 0.082
H -0.9570 -0.4700 0.6556 0.112
H 0.9428 -1.7454 0.4528 0.170
C -0.7280 -0.7702 -1.5414 -0.574
C -0.4093 -0.1209 -0.2355 -0.419
H 0.0570 -0.4610 -2.3970 0.113
C 0.1336 1.2420 0.4289 -0.142
```

As for the SMILES: ClC[C@@H]1CCN1. For the HOMO energy, the calculation gives -9.50 eV.

***

Energies in kcal/mol, measured from the most stable structure: entry i 0.0; entry ii 1.8.

***

Entry i
C4H8ClN | wB97M-V/def2-TZVPD

XYZ file:
```
14
Properties=species:S:1:pos:R:3:lowdin_charge:R:1
C -0.8791 0.7676 0.4837 -0.013
H 1.3866 1.0712 -0.0080 -0.046
H -2.5222 -1.6201 -1.0022 0.122
H -0.8848 0.2147 1.4426 0.013
N -1.7914 0.3343 -0.3052 -0.165
H -2.4368 -1.2921 0.8259 0.040
C 2.9076 -0.0684 0.2685 -0.611
H 2.8656 1.6504 -0.8065 0.010
C 2.3689 1.0024 -0.2628 -0.082
H -3.6466 -0.5387 -0.1458 0.062
C -2.6372 -0.8837 -0.0941 -0.064
Cl 4.6218 -0.3343 -0.0333 0.524
H -1.7350 0.5912 -1.2795 0.106
H 2.3826 -0.8946 0.9168 0.104
```

For the HOMO energy, the calculation gives -8.28 eV.

***

Entry ii
C4H8ClN | wB97M-V/def2-TZVPD

XYZ file:
```
14
Properties=species:S:1:pos:R:3:lowdin_charge:R:1
H 1.5703 0.2697 -1.4001 0.090
H -0.0155 -0.4669 -1.9007 0.111
H 1.9303 -1.4895 -0.1599 0.091
H 0.4179 1.6345 0.2099 0.127
C -1.5209 0.7151 0.0166 -0.563
C 0.6041 -0.4479 1.0200 -0.225
H 1.4817 -0.0170 1.5405 0.110
H -1.7996 1.2383 -0.8762 0.060
C 0.6696 -0.1754 -1.0583 -0.185
H -1.9327 1.2178 0.9395 0.093
Cl -2.2569 -0.8883 -0.0748 0.590
C 0.0013 0.6351 0.0931 -0.346
N 0.9337 -1.3028 -0.1201 -0.057
H -0.0832 -0.9226 1.7707 0.105
```

As for the SMILES: ClCC1CNC1. For the HOMO energy, the calculation gives -9.10 eV.

***

Entry iii
C4H8ClN | wB97M-V/def2-TZVPD

XYZ file:
```
14
Properties=species:S:1:pos:R:3:lowdin_charge:R:1
H 2.1984 -0.9552 -1.3328 0.071
H -1.4097 1.1763 -1.5914 0.099
H 0.4030 1.8251 1.4342 0.103
H 1.0324 -0.0397 1.7677 0.116
H -0.9645 2.4554 -0.3484 0.091
C -1.2852 1.3996 -0.4878 -0.128
H 1.3002 1.3250 -0.9774 0.148
Cl -1.1141 -1.1750 0.0873 0.616
C 0.6815 0.8093 1.1289 -0.059
H -2.1930 1.1702 0.0396 0.053
N 2.0986 -0.5840 -0.4066 0.041
H 1.9569 -1.3974 0.2368 0.096
C -0.2722 0.3931 -0.0161 -0.841
C 1.1967 0.4819 -0.2694 -0.406
```

As for the SMILES: C[C@]1(Cl)C[C@H]1N. For the HOMO energy, the calculation gives -8.87 eV.

***

Energies in kcal/mol, measured from the most stable structure: entry i 68.1; entry ii 0.0; entry iii 3.4.

***

Entry i
C3H9N3O2 | wB97M-V/def2-TZVPD

XYZ file:
```
17
Properties=species:S:1:pos:R:3:lowdin_charge:R:1
N -1.6138 0.3524 0.2059 -0.030
C -1.3907 1.3055 -0.8747 -0.105
H -0.9587 0.5101 0.9733 0.062
H 3.4894 0.1918 -0.2102 0.078
N 1.6104 0.5172 0.5670 -0.127
H -0.3775 1.1694 -1.2501 0.070
O -0.3758 -1.5840 -0.8084 0.102
H -2.0941 1.1022 -1.6815 0.090
H 1.2362 -0.6490 2.0360 0.076
O -2.5638 -1.7547 -0.0878 0.056
H 2.1809 -0.8242 -0.8465 0.077
H -2.6456 0.0468 0.4251 0.164
C -1.4327 -1.4184 -0.3221 -0.594
H 2.8610 -1.1849 0.7694 0.079
H -1.5248 2.3372 -0.5423 0.080
C 2.6047 -0.3848 0.0594 -0.117
N 0.9949 0.2674 1.5872 0.040
```

For the HOMO energy, the calculation gives -9.66 eV.

***

Entry ii
C3H9N3O2 | wB97M-V/def2-TZVPD

XYZ file:
```
17
Properties=species:S:1:pos:R:3:lowdin_charge:R:1
H 2.4020 1.5147 -0.1679 0.085
H 2.6257 -0.0105 1.3622 0.067
C -0.0630 -0.0534 -0.1962 -0.353
C 2.0801 0.7435 -0.8700 -0.112
C 2.0404 -0.8231 0.9918 -0.060
H 1.3337 -1.3316 1.7407 0.111
H -2.7868 -0.9273 -1.0045 0.100
H 2.6075 -1.6633 0.7560 0.045
N 1.3664 -0.3561 -0.2484 -0.185
O -1.6061 1.5012 0.5875 -0.080
H -0.6277 -1.9476 0.0759 0.143
H 2.8101 0.4413 -1.5952 0.075
N -0.3777 1.1278 0.2394 0.008
H -2.3446 0.8066 0.3161 0.122
N -0.9854 -1.1085 -0.4233 0.012
O -2.3548 -0.8760 -0.1644 -0.047
H 1.2985 1.2717 -1.3958 0.069
```

As for the SMILES: CN(C)/C(=N/O)NO. For the HOMO energy, the calculation gives -8.23 eV.

***

Energies in kcal/mol, measured from the most stable structure: entry i 0.0; entry ii 75.2.